C5H7N3 | ωB97M-V/def2-TZVPD

```
! RIJCOSX wB97M-V def2-TZVPD def2/J DEFGRID3
* xyz 0 1
H -2.26 1.82 -0.17
N -1.23 1.63 -0.22
C -0.87 0.44 0.03
C -1.93 -0.86 0.08
C 0.55 0.08 0.09
N 1.23 -1.01 0.00
C 2.50 -0.70 0.05
C 2.64 0.63 0.06
N 1.41 1.18 0.07
H -1.55 -1.61 -0.61
H -2.94 -0.54 -0.37
H -2.08 -0.94 1.17
H 3.35 -1.39 0.02
H 3.43 1.26 -0.04
H 1.18 2.15 -0.11
*
```

- orbital gap (eV) = 9.56
- ΔE to the lowest compared entry with this formula, charge and spin (kcal per mole) = 37.74
- maximum force (eV/Å) = 4.393
- SMILES = [H]/N=C(\C)c1ncc[nH]1

The molecule's Mulliken atomic charges, reported in e, are given here: 0.262, -0.705, 0.606, -0.961, -0.014, -0.539, -0.374, -0.281, -0.056, 0.321, 0.316, 0.302, 0.366, 0.476, 0.280